ORCA calculation (the ωB97M-V functional and the def2-TZVPD basis) on a molecular structure, C18H33O7P3W.

Atoms and positions in Å:
W1 -0.03 -0.08 -0.96
P1 -0.62 0.53 1.39
P2 1.73 2.03 -2.57
P3 -1.02 1.31 -3.11
O1 -0.95 -0.22 -2.79
O2 0.39 3.14 -4.44
O3 -1.02 1.98 -1.75
O4 1.49 3.40 -1.87
O5 3.19 2.05 -3.08
O6 1.62 0.81 -1.64
O7 -2.12 1.66 -4.15
C1 -0.17 2.29 1.69
C2 1.30 -1.02 2.70
C3 -0.55 -0.11 4.15
C4 -2.42 0.44 1.03
C5 0.09 -4.13 -0.39
C6 1.00 -3.06 -0.44
C7 1.91 -5.64 -0.02
C8 1.32 2.42 2.00
C9 2.37 -3.30 -0.28
C10 -0.17 -0.62 2.75
C11 0.55 -5.41 -0.18
C12 -2.66 -0.76 0.10
C13 2.82 -4.59 -0.07
C14 1.03 0.81 -4.98
C15 -1.04 3.02 2.71
C16 0.53 -1.73 -0.64
C17 0.53 1.82 -3.95
C18 -3.39 0.37 2.21
H1 -2.09 3.02 2.43
H2 -0.78 -1.51 2.51
H3 1.60 -1.39 1.72
H4 3.88 -4.78 0.05
H5 -3.23 -0.55 2.79
H6 -3.57 -0.63 -0.49
H7 1.21 -0.16 -4.53
H8 -4.41 0.35 1.84
H9 1.95 1.17 -5.44
H10 1.61 3.47 1.96
H11 -3.29 1.22 2.88
H12 1.95 1.87 1.29
H13 -0.95 2.59 3.71
H14 -0.15 -6.24 -0.15
H15 1.95 -0.19 2.98
H16 -1.58 0.22 4.22
H17 0.56 3.65 -1.77
H18 -2.60 1.37 0.47
H19 -0.97 -3.94 -0.53
H20 2.27 -6.65 0.14
H21 -1.88 -1.03 -0.65
H22 -3.03 1.35 -4.04
H23 3.07 -2.47 -0.32
H24 -0.71 4.05 2.77
H25 -0.36 2.73 0.71
H26 -0.41 -0.92 4.86
H27 1.48 -1.83 3.42
H28 -2.74 -1.68 0.68
H29 1.55 2.06 3.00
H30 3.57 2.90 -3.35
H31 0.11 0.70 4.45
H32 -0.01 3.13 -5.32
H33 0.27 0.69 -5.76

Properties
Energy above the lowest of the compared OMol25 structures with the same formula, charge and spin in eV: 0.000
Lowest unoccupied orbital energy in eV: -7.20
Charge: +2
E_HOMO in eV: -14.171